1.
Entry from OMol25: a molecular structure, C17H17BrN2O2Tl at a distorted geometry (wB97M-V/def2-TZVPD).

Geometry as XYZ:
```
40
Properties=species:S:1:pos:R:3:forces:R:3:mulliken_charge:R:1
Tl 0.4522 -0.8151 -3.2156 0.0 0.5 0.3 0.383
O 4.3720 1.1178 -1.8050 -0.6 0.2 -1.2 -0.879
C 4.8101 0.7003 -0.6699 -0.5 -0.4 -0.4 0.553
C 6.0720 1.1201 -0.2564 0.8 0.1 0.2 -0.549
C 6.6539 0.6229 0.8812 0.2 -0.1 0.4 -0.345
C 5.9623 -0.3178 1.6295 -0.4 -0.7 0.9 -0.607
C 4.6875 -0.7529 1.2390 0.0 0.3 -0.5 -0.505
C 4.0744 -0.2576 0.0767 0.4 0.2 1.4 -0.041
C 2.7408 -0.7839 -0.4321 1.6 -1.3 -0.8 0.274
O 2.5551 -0.4401 -1.7682 0.2 -0.1 0.2 -0.563
N 1.5995 -0.4308 0.3673 0.3 0.5 0.5 0.012
N 0.4400 -0.8064 -0.1343 -2.4 1.5 1.3 -0.199
C -0.5973 -0.4198 0.5795 1.4 -1.6 -1.5 -0.495
C -1.9791 -0.5566 0.1811 -0.8 0.5 1.1 0.369
Br -2.4743 -1.2969 -1.5454 0.6 0.2 1.1 -0.082
C -2.9066 -0.1174 1.0867 0.9 -0.7 -1.3 -0.678
C -4.3288 -0.0906 0.8504 -1.4 -0.2 0.8 0.422
C -4.8696 0.3630 -0.3487 -0.1 0.1 0.1 -0.395
C -6.2392 0.2688 -0.5536 -0.1 0.2 0.1 -0.517
C -7.0917 -0.2616 0.3971 0.0 -0.1 0.7 -0.470
C -6.5820 -0.6132 1.6595 -0.7 -0.3 -0.1 -0.377
C -5.2244 -0.5280 1.8759 0.9 0.1 -0.3 -0.495
H 3.4085 0.2765 -2.0121 -0.4 0.4 0.4 0.386
H 6.6137 1.7526 -0.9443 0.0 0.2 0.0 0.384
H 7.6540 0.9218 1.2141 -0.3 0.0 -0.3 0.322
H 6.4231 -0.7415 2.5294 -0.2 0.1 -0.3 0.323
H 4.1814 -1.5267 1.8189 0.1 0.1 0.0 0.342
H 2.8236 -1.8885 -0.3421 0.0 0.0 -0.3 0.082
H 1.6810 -0.2986 1.3820 0.1 0.1 -0.7 0.349
H -0.4383 0.0111 1.5671 0.0 0.2 -0.1 0.222
H -2.5589 0.1782 2.0756 0.1 0.0 -0.2 0.338
H -4.2241 0.7874 -1.1214 -0.3 -0.1 0.4 0.527
H -6.6596 0.6942 -1.4427 -0.1 -0.1 -0.5 0.380
H -8.1505 -0.4041 0.1868 0.2 0.2 0.0 0.356
H -7.2616 -0.9826 2.4626 0.6 0.3 -0.8 0.306
H -4.8074 -0.8662 2.8309 -0.1 0.2 -0.3 0.338
C -0.1772 1.5560 -2.6014 -0.2 -2.2 0.0 -1.277
H 0.8246 1.7261 -2.2739 0.4 0.7 0.0 0.325
H -0.9127 1.3155 -1.8445 -0.1 0.4 0.1 0.080
H -0.5464 1.7845 -3.5796 0.0 0.7 -0.3 0.403
```
Positions in Å, forces in eV/Å.

Values from the calculation:
Orbital gap (eV): 5.26
Charge: -1
HOMO energy (hartree): -0.1074
Electronic energy (eV): -99714.1010

2.
Entry from OMol25: a molecular structure, C17H17CdI2NPS (wB97M-V/def2-TZVPD).

Geometry as XYZ:
```
40
Properties=species:S:1:pos:R:3:forces:R:3:mulliken_charge:R:1
Cd 1.0335 -0.1442 -0.4604 0.2 0.1 0.1 0.335
S 4.9594 -0.6952 1.7291 -0.1 -0.1 0.0 -0.158
C 5.3686 -0.8646 0.0817 0.0 0.1 0.0 -0.387
C 4.2791 -0.7607 -0.7320 0.0 -0.1 -0.1 -0.110
C 3.0625 -0.5766 -0.0229 0.0 0.0 0.0 -0.649
C 3.2864 -0.5251 1.3352 0.1 0.0 -0.1 -0.203
C 2.2484 -0.3779 2.3585 -0.1 0.0 0.1 1.380
C 2.5280 -0.3138 3.7230 0.0 0.0 0.0 -0.660
C 1.4897 -0.1880 4.6243 0.0 0.0 0.0 -0.392
C 0.1830 -0.1266 4.1580 0.0 0.0 0.0 -0.845
C -0.0166 -0.1860 2.7944 0.0 0.0 0.0 -0.157
N 0.9796 -0.3051 1.9153 0.0 0.0 0.0 -0.175
H 6.3968 -1.0191 -0.2036 0.0 0.0 0.0 0.467
H 4.3519 -0.8349 -1.8074 0.0 0.0 0.0 0.412
H 3.5515 -0.3644 4.0681 0.0 0.0 0.0 0.320
H 1.6962 -0.1402 5.6849 0.0 0.0 0.0 0.442
H -0.6564 -0.0364 4.8316 0.0 0.0 0.0 0.401
H -1.0182 -0.1463 2.3811 0.0 0.0 0.0 0.415
C -1.7913 1.9758 -0.1015 -0.1 0.0 0.0 -0.716
P -1.0361 0.8828 -1.3323 0.0 -0.2 -0.2 0.544
C -0.8068 1.8916 -2.8220 0.1 0.0 0.1 -1.059
C -2.2312 -0.4049 -1.7600 0.0 0.1 0.1 0.734
C -2.3060 -0.8943 -3.0619 0.0 0.0 0.0 -0.409
C -3.1653 -1.9402 -3.3598 0.0 0.0 0.0 -0.609
C -3.9510 -2.5035 -2.3648 0.0 0.0 0.0 -0.483
C -3.8800 -2.0189 -1.0666 0.0 0.0 0.0 -0.638
C -3.0197 -0.9755 -0.7626 0.0 0.0 0.0 -0.413
H -1.9226 1.4526 0.8441 0.0 0.0 0.0 0.251
H -2.7598 2.3316 -0.4547 0.0 0.0 0.0 0.437
H -1.1303 2.8275 0.0656 0.0 0.0 0.0 0.060
H -1.7690 2.0806 -3.2975 0.0 0.0 0.0 0.422
H -0.1410 1.3874 -3.5204 0.0 0.0 0.0 0.410
H -0.3478 2.8408 -2.5418 0.0 0.0 0.0 0.254
H -1.7054 -0.4635 -3.8530 0.0 0.0 0.0 0.289
H -3.2220 -2.3133 -4.3733 0.0 0.0 0.0 0.395
H -4.6211 -3.3186 -2.6012 0.0 0.0 0.0 0.397
H -4.4965 -2.4503 -0.2898 0.0 0.0 0.0 0.404
H -2.9791 -0.6050 0.2551 0.0 0.0 0.0 0.185
I 2.4636 2.7942 0.1890 0.0 -0.1 0.0 0.260
I 1.0946 5.0279 -0.2495 0.0 0.1 0.0 -0.151
```
Positions in Å, forces in eV/Å.

Values from the calculation:
Orbital gap (eV): 6.85
Charge: +1
HOMO energy (hartree): -0.4072
Electronic energy (eV): -60279.9047
ΔE to the lowest compared entry with this formula, charge and spin (kJ/mol): 0.0

3.
Entry from OMol25: C17H17Cl2N3O2 in the gas phase (wB97M-V/def2-TZVPD).

Geometry as XYZ:
```
41
Properties=species:S:1:pos:R:3:forces:R:3:mulliken_charge:R:1
O -2.8567 2.0672 -1.0909 -0.2 -0.2 0.0 -0.676
C -1.7422 2.5093 -0.9284 0.1 0.4 0.1 0.278
N -0.6812 1.8467 -0.3952 0.3 0.2 0.1 -0.207
C -0.6002 0.4969 -0.0250 -0.2 -0.4 0.0 0.739
C 0.5589 0.0657 0.6155 -0.2 0.1 0.0 -0.858
C 0.7121 -1.2529 0.9827 -0.1 0.0 0.0 -0.614
C -0.2921 -2.1942 0.7321 -0.1 0.4 -0.2 0.422
N -0.0775 -3.5304 1.0586 0.1 -0.4 0.0 0.172
C 0.3849 -3.8680 2.3918 0.2 -0.3 0.1 -0.532
C 1.0866 -5.2262 2.3463 0.1 0.3 0.2 -0.647
O 0.2203 -6.2253 1.8623 -0.1 -0.1 0.1 -0.374
C -0.2422 -5.8938 0.5750 -0.3 0.1 -0.3 -0.779
C -0.9770 -4.5483 0.5576 0.2 -0.3 0.0 -0.767
C -1.4491 -1.7478 0.0900 0.2 -0.2 0.2 -0.386
C -1.6022 -0.4279 -0.2877 0.0 0.3 -0.1 -0.727
N -1.4797 3.8404 -1.2472 -0.5 0.2 -0.1 -0.090
C -0.2827 4.5087 -1.4534 0.5 0.2 0.0 0.334
C 0.8717 3.8705 -1.9151 -0.1 0.0 0.0 -0.294
C 2.0350 4.5886 -2.1121 0.0 0.2 0.1 -0.693
C 2.0757 5.9530 -1.8697 -0.1 0.0 0.0 0.230
Cl 3.5368 6.8322 -2.1181 0.1 0.0 0.0 -0.197
C 0.9210 6.6029 -1.4405 0.1 -0.2 -0.1 0.041
Cl 0.9326 8.3013 -1.1587 -0.1 0.1 0.0 -0.190
C -0.2443 5.8874 -1.2353 0.0 -0.2 0.0 -0.644
H 0.1317 2.3982 -0.1588 -0.2 0.0 -0.1 0.293
H 1.3531 0.7716 0.8186 0.1 0.1 0.0 0.309
H 1.6334 -1.5593 1.4536 0.1 0.0 0.0 0.398
H 1.0712 -3.1085 2.7609 0.0 0.0 0.0 0.389
H -0.4696 -3.9366 3.0859 0.1 0.1 0.0 0.236
H 1.3888 -5.5398 3.3468 0.0 0.1 -0.1 0.344
H 1.9746 -5.1559 1.6992 -0.1 0.0 0.1 0.348
H -0.9130 -6.6999 0.2736 0.0 0.1 0.0 0.363
H 0.6074 -5.8447 -0.1236 -0.1 0.0 0.0 0.362
H -1.2527 -4.3173 -0.4716 0.0 0.0 0.0 0.473
H -1.8881 -4.6265 1.1728 0.0 0.0 -0.1 0.380
H -2.2588 -2.4304 -0.1117 -0.1 -0.1 0.0 0.387
H -2.5081 -0.1072 -0.7737 0.0 0.0 0.0 0.477
H -2.3230 4.3838 -1.3705 0.1 -0.2 0.0 0.266
H 0.8535 2.8205 -2.1608 0.0 -0.1 0.0 0.603
H 2.9221 4.0914 -2.4707 0.1 0.0 0.0 0.423
H -1.1310 6.4049 -0.9042 -0.1 0.1 0.1 0.411
```
Positions in Å, forces in eV/Å.

Values from the calculation:
Orbital gap (eV): 8.20
HOMO energy (hartree): -0.2794
Electronic energy (eV): -51515.7868
SMILES string: O=C(Nc1ccc(N2CCOCC2)cc1)Nc1ccc(Cl)c(Cl)c1
ΔE to the lowest compared entry with this formula, charge and spin (kJ/mol): 0.0

4.
Entry from OMol25: C17H17Cl2NO4S2 in the gas phase (wB97M-V/def2-TZVPD).

Geometry as XYZ:
```
43
Properties=species:S:1:pos:R:3:forces:R:3:mulliken_charge:R:1
O 1.6788 0.6342 -2.4395 0.2 0.3 0.1 -0.766
S 0.9693 0.4705 -1.2084 0.6 -0.1 0.1 1.411
O -0.3583 -0.0707 -1.2422 -0.1 0.2 0.4 -0.664
N 1.9062 -0.5495 -0.2817 -0.4 0.5 -0.7 -0.165
C 1.4499 -0.8690 1.0556 -0.6 -0.1 0.4 -0.561
C 0.4294 -2.0020 1.0172 0.4 -0.4 -0.1 -0.526
S 1.1844 -3.5613 0.4586 0.0 0.1 0.0 -0.090
C 0.8704 -3.4756 -1.3504 0.1 0.0 0.5 -0.995
C -0.5222 -3.9082 -1.6568 0.0 -0.1 -0.1 0.103
C -1.5146 -2.9714 -1.9287 0.0 -0.1 0.0 0.126
C -2.8203 -3.3559 -2.1752 -0.1 -0.1 0.0 -1.097
C -3.1464 -4.7020 -2.1514 0.3 0.1 0.1 0.531
Cl -4.7696 -5.2009 -2.4588 -0.3 -0.1 -0.1 -0.222
C -2.1840 -5.6617 -1.8837 0.0 0.0 0.0 -0.804
C -0.8835 -5.2560 -1.6357 -0.3 0.3 -0.1 0.541
Cl 0.2992 -6.4648 -1.2939 0.2 -0.2 0.0 -0.216
C 0.9487 2.0108 -0.3065 -0.2 -0.5 -0.4 -0.097
C 2.0162 2.8796 -0.4377 0.1 0.1 0.0 -0.738
C 2.0318 4.0434 0.3054 -0.2 -0.1 0.1 -0.916
C 0.9834 4.3362 1.1739 -0.1 -0.2 0.0 0.627
C -0.1139 3.4658 1.2664 0.2 0.0 -0.1 0.463
C -0.1138 2.2892 0.5264 -0.2 0.2 0.2 -0.586
O -1.1901 3.7400 2.0594 0.1 -0.3 -0.1 -0.438
C -1.2510 5.0883 2.4774 0.3 0.5 0.1 -0.455
C 0.1211 5.5467 2.9660 -0.5 -0.1 0.3 -0.435
O 1.0620 5.4783 1.9139 0.2 -0.1 -0.4 -0.454
H 2.8799 -0.3108 -0.3641 0.2 0.1 -0.1 0.286
H 0.9957 0.0135 1.5311 0.1 -0.1 0.1 0.132
H 2.3093 -1.1819 1.6521 0.0 0.1 -0.1 0.494
H -0.3907 -1.7636 0.3443 -0.1 0.0 0.2 0.126
H 0.0458 -2.1880 2.0197 -0.1 0.0 0.0 0.502
H 1.6052 -4.1486 -1.7904 0.0 0.1 -0.1 0.587
H 1.0590 -2.4511 -1.6628 0.0 -0.2 -0.1 0.182
H -1.2567 -1.9225 -1.9482 0.0 0.0 0.0 0.474
H -3.5768 -2.6169 -2.3845 -0.1 0.0 0.0 0.441
H -2.4401 -6.7087 -1.8664 0.0 -0.1 0.0 0.432
H 2.8091 2.6393 -1.1268 0.2 0.1 -0.1 0.494
H 2.8471 4.7453 0.2384 0.1 0.1 0.0 0.444
H -0.9531 1.6157 0.5827 -0.2 0.0 0.0 0.565
H -1.9927 5.1306 3.2755 0.1 0.1 -0.1 0.344
H -1.5702 5.7235 1.6407 0.0 -0.1 0.1 0.292
H 0.1013 6.5866 3.2940 0.0 -0.1 0.0 0.344
H 0.4447 4.9038 3.7954 0.0 0.1 -0.1 0.287
```
Positions in Å, forces in eV/Å.

Values from the calculation:
Orbital gap (eV): 8.85
HOMO energy (hartree): -0.3090
Electronic energy (eV): -74300.0442
SMILES string: O=S(=O)(NCCSCc1ccc(Cl)cc1Cl)c1ccc2c(c1)OCCO2
ΔE to the lowest compared entry with this formula, charge and spin (kJ/mol): 0.0

5.
Entry from OMol25: a molecular structure, C17H17Cl2NOSr at a distorted geometry (wB97M-V/def2-TZVPD).

Geometry as XYZ:
```
39
Properties=species:S:1:pos:R:3:forces:R:3:mulliken_charge:R:1
C 0.5221 -1.3605 -3.8318 -0.1 -0.9 0.8 -0.003
C 0.2119 1.9839 -2.8269 -1.7 -1.2 -0.1 -0.401
C -0.8076 -1.4644 -3.8955 -1.7 -0.3 -0.8 -0.596
H 1.1101 -2.2898 -3.9860 -0.4 0.7 -0.2 0.303
C -0.9934 1.7508 -2.2236 2.8 -0.2 -0.7 -0.364
H 1.0179 2.4411 -2.2766 -0.2 1.6 -0.3 0.330
H -1.3140 -2.4144 -4.2952 1.2 1.3 0.7 0.256
H -1.3431 2.5134 -1.5636 0.0 0.1 1.0 0.438
C -1.9264 -0.4573 -3.4665 1.7 0.5 1.1 -0.749
H -2.6935 -1.0622 -3.0401 -0.8 -0.8 -0.4 0.455
H -2.3924 0.1855 -4.2494 0.6 -0.6 0.3 0.253
C 1.2919 -0.1488 -3.3585 0.5 -0.6 0.2 0.067
H 2.3675 -0.3025 -3.5979 -0.6 0.2 -0.1 0.437
H 1.2726 -0.0503 -2.2369 -0.2 -0.3 -0.8 -0.315
C 0.7117 1.1523 -3.9770 1.4 -0.5 0.5 -0.829
H -0.0192 0.8359 -4.7441 0.3 0.7 0.5 0.462
H 1.5852 1.6628 -4.4424 -0.9 -0.1 0.0 0.292
C -1.6447 0.4047 -2.1673 -2.8 0.7 -0.8 -0.537
H -2.6894 0.6380 -1.8077 0.7 -0.3 -0.3 0.429
H -1.2532 -0.1990 -1.3272 0.4 0.1 -0.6 0.094
Sr 1.6932 -1.5067 0.4710 2.2 -1.4 0.4 1.477
H 0.3387 -2.0111 -0.8078 -1.3 -0.5 -1.0 -0.357
Cl -0.2570 -4.0920 4.3971 0.2 -0.6 0.3 -0.200
C -0.0225 -2.4116 4.4177 0.7 1.9 -2.0 -0.095
C -0.5693 -1.5726 5.3671 -0.5 0.6 0.3 -0.535
C -0.5186 -0.1910 5.2325 0.4 0.2 -0.9 0.514
Cl -1.0305 0.8028 6.5231 -0.4 0.5 0.8 -0.271
C -0.0125 0.4639 4.0470 -0.9 -3.1 1.5 0.027
C 0.2123 1.7935 3.8646 0.5 3.8 0.2 -0.271
C 0.8221 2.3311 2.7309 -0.8 -2.2 0.3 -0.905
C 1.0173 1.4196 1.6620 0.1 0.8 0.1 0.136
N 0.8301 0.1333 1.8143 -0.2 0.2 2.0 -0.988
C 0.4545 -0.3949 3.0527 0.8 -0.2 -1.3 0.801
C 0.7663 -1.7943 3.3552 0.2 -0.6 1.6 0.208
O 1.8226 -2.3606 2.9001 -1.0 0.2 -1.7 -0.974
H -1.0084 -2.0126 6.2652 0.0 0.2 -0.3 0.398
H -0.0490 2.4925 4.6929 0.3 -0.7 -0.7 0.307
H 1.1405 3.3336 2.6704 0.0 1.0 -0.1 0.471
H 1.3562 1.7579 0.6584 -0.3 -0.1 0.7 0.233
```
Positions in Å, forces in eV/Å.

Values from the calculation:
Orbital gap (eV): 6.31
HOMO energy (hartree): -0.2588
Electronic energy (eV): -47318.4624
ΔE to the lowest compared entry with this formula, charge and spin (kJ/mol): 142.4

6.
Entry from OMol25: a molecular structure, C17H17Cl5FeS3 at a distorted geometry (wB97M-V/def2-TZVPD).

Geometry as XYZ:
```
43
Properties=species:S:1:pos:R:3:forces:R:3:mulliken_charge:R:1
Fe -1.0089 0.5850 0.2202 1.0 2.1 0.3 -0.662
C -1.5722 2.7469 -0.0396 1.1 0.5 1.0 -0.718
C -2.6720 1.9533 -0.2011 -1.4 -0.7 0.2 -0.776
C -2.9047 1.2198 1.0187 0.2 -0.5 -0.2 -0.150
C -1.8532 1.5133 1.9024 -0.9 0.1 0.0 -0.895
C -1.0143 2.4379 1.2494 0.4 0.6 -0.7 -0.196
H -1.1673 3.4271 -0.7698 0.1 0.0 0.1 0.623
H -3.2931 1.9052 -1.0798 -0.1 0.0 0.0 0.594
H -3.7107 0.5262 1.1969 0.0 0.0 0.0 0.511
H -1.6898 1.1254 2.8915 -0.1 0.0 0.1 0.546
H -0.1279 2.8693 1.6825 0.0 0.1 -0.1 0.750
Cl 2.4121 2.1789 1.1288 0.0 0.2 0.0 -0.064
C 1.7292 0.8127 1.9457 0.0 -0.1 -0.1 1.698
C 0.5290 0.2427 1.5187 -0.1 -1.1 0.5 -1.346
C 0.1376 -0.8627 2.2765 -0.1 -0.1 -0.2 1.073
Cl -1.3698 -1.6003 1.7583 -0.1 -0.3 0.4 -0.142
C 0.8115 -1.4127 3.3601 0.1 0.2 -0.2 -0.430
Cl 0.2013 -2.7804 4.1821 0.0 0.0 0.0 -0.162
C 2.0075 -0.8035 3.7450 -0.2 0.0 -0.1 0.518
Cl 2.8955 -1.4291 5.0645 0.0 0.0 0.0 -0.154
C 2.4618 0.3052 3.0275 0.1 -0.1 0.2 -0.157
Cl 3.9474 1.0290 3.5023 -0.1 0.0 -0.1 -0.164
C 2.2772 -1.1768 -1.2989 -0.1 0.0 0.0 -0.392
C 2.0516 0.2624 -1.7384 0.2 0.0 0.0 -0.982
S 0.5967 1.2446 -1.2114 0.1 0.1 -1.1 0.448
C -0.3666 1.3163 -2.7529 -0.1 -0.3 0.0 -1.119
C -1.0160 -0.0227 -3.0665 0.0 0.2 0.2 -0.612
S -1.9339 -0.5736 -1.5832 0.0 -1.0 -0.1 -0.078
C -1.4600 -2.3377 -1.4845 0.0 0.1 -0.4 -0.892
C -0.0613 -2.6408 -0.9681 0.0 0.1 0.1 0.672
S 1.3047 -2.4554 -2.1513 0.1 0.1 0.2 -0.143
H 2.1643 -1.2820 -0.2197 -0.1 -0.1 0.0 -0.016
H 3.3246 -1.4017 -1.5087 0.0 0.0 -0.1 0.504
H 2.0522 0.3246 -2.8271 -0.1 0.0 0.0 0.537
H 2.8835 0.8719 -1.3819 0.0 0.0 0.0 0.573
H 0.2389 1.6795 -3.5837 0.2 -0.1 0.1 0.599
H -1.1192 2.0812 -2.5622 0.0 0.0 -0.1 0.384
H -0.2752 -0.7887 -3.2865 0.0 0.1 0.0 0.198
H -1.7087 0.0545 -3.9037 -0.1 0.0 0.1 0.580
H -1.6164 -2.7354 -2.4901 0.0 0.0 0.0 0.522
H -2.2187 -2.8003 -0.8538 0.0 0.1 0.1 0.481
H -0.0643 -3.6458 -0.5456 0.1 -0.1 -0.2 0.537
H 0.1976 -1.9635 -0.1626 -0.1 -0.1 0.1 -1.100
```
Positions in Å, forces in eV/Å.

Values from the calculation:
Orbital gap (alpha / beta) (eV): 8.06 / 8.74
Multiplicity: 2
Charge: +1
HOMO energy (alpha / beta) (hartree): -0.4376 / -0.4361
⟨S²⟩: 0.798
Electronic energy (eV): -147402.7925